1.
ORCA calculation (wB97M-V/def2-TZVPD) on the molecule C6H9N.

The geometry in XYZ format:
```
16
C6H9N, DFT wB97M-V/def2-TZVPD
H 0.084 -1.881 -1.368
H 2.065 -0.139 0.184
C -0.579 0.771 0.533
C -2.024 0.810 2.766
H 2.919 -0.904 -1.905
H -1.546 1.387 3.560
H 0.715 1.692 -0.846
C 1.078 -1.818 -0.854
H -3.018 1.243 2.630
N 1.920 -0.776 -1.796
C -1.230 0.794 1.544
H -0.401 0.508 -1.544
C 0.240 0.718 -0.675
C 1.283 -0.379 -0.542
H 1.404 -0.751 -2.653
H -2.188 -0.191 3.172
```

Calculated values
- Charge: 0
- Energy relative to the best compared isomer or geometry (same formula, charge and spin): 509.97 kJ/mol
- Spin multiplicity: 1
- LUMO level: 0.84 eV
- HOMO level: -7.43 eV
- Electronic energy: -7852.874 eV
- Frontier orbital gap: 8.269 eV

natural (NBO) population analysis, charges in e, atoms 1 to 2:
1. H 0.12
2. H 0.20

=====

2.
ORCA calculation (wB97M-V/def2-TZVPD) on the molecule C5H8O.

The geometry in XYZ format:
```
14
C5H8O, DFT wB97M-V/def2-TZVPD
C -0.122 1.838 -1.582
H 1.220 0.746 0.361
H -0.152 -3.021 1.305
H 0.358 2.642 -1.009
H 0.578 1.535 -2.374
C -0.275 -2.118 0.713
H -0.894 2.383 -2.117
C -0.517 0.660 -0.765
C 0.148 -0.931 1.134
O 0.836 -0.695 2.297
H 0.326 -0.956 3.091
H -0.365 -2.379 -0.337
H -1.408 0.059 -0.942
C 0.266 0.237 0.224
```

Calculated values
- Charge: 0
- Energy relative to the best compared isomer or geometry (same formula, charge and spin): 176.45 kJ/mol
- SMILES: C=C(O)/C=C/C
- Spin multiplicity: 1
- LUMO level: 0.93 eV
- HOMO level: -8.71 eV
- Electronic energy: -7360.427 eV
- Frontier orbital gap: 9.642 eV

natural (NBO) population analysis, charges in e, atoms 1 to 2:
1. C -0.66
2. H 0.20

=====

3.
ORCA calculation (wB97M-V/def2-TZVPD) on a 2-piece molecular cluster, CH4N3O overall.

The geometry in XYZ format:
```
9
CH4N3O, DFT wB97M-V/def2-TZVPD
N 2.261 -0.501 -0.262
H 0.403 1.380 -0.672
H -1.770 0.429 -0.871
H -2.484 -0.413 0.371
N -1.651 -0.054 -0.032
C -0.387 -0.235 0.336
O 3.029 0.046 0.299
N 0.597 0.479 -0.128
H 0.003 -1.130 0.959
```

Calculated values
- Charge: +1
- Energy relative to the best compared isomer or geometry (same formula, charge and spin): 339.48 kJ/mol
- Spin multiplicity: 1
- LUMO level: -6.38 eV
- HOMO level: -15.24 eV
- Electronic energy: -7609.490 eV
- Frontier orbital gap: 8.868 eV

natural (NBO) population analysis, charges in e, atoms 1 to 2:
1. N 0.55
2. H 0.41